# 1
A single C8H11N3S2 molecule, computed with ωB97M-V/def2-TZVPD.

Atoms and positions in Å:
C: -3.7743 0.2071 0.3371
S: 2.6946 -0.7711 -1.1801
N: 0.2530 0.6096 0.7402
C: -1.5580 0.0429 -0.7094
C: 4.9277 0.2920 -0.4923
H: -1.8582 0.5265 1.2047
N: -0.1858 0.1030 -0.4491
H: -4.1192 0.9131 1.1166
H: -4.1106 0.5750 -0.6234
H: 5.9578 0.5669 -0.4491
S: -2.0559 -0.3684 -2.2424
N: -2.3298 0.2912 0.3492
H: 0.4103 0.0514 -1.2691
C: 1.5150 0.7137 0.9550
H: 1.7456 1.1635 1.9380
C: 4.3751 -0.5795 -1.3892
C: 3.9375 0.8025 0.4017
C: -4.2881 -1.2052 0.5999
H: -3.9343 -1.5682 1.5662
C: 2.6742 0.3469 0.1515
H: -3.9110 -1.8873 -0.1835
H: 4.8683 -1.1228 -2.1756
H: -5.3862 -1.2246 0.5926
H: 4.1522 1.5217 1.2106

## Properties
* highest occupied orbital energy: -8.099 eV
* structure (SMILES): CCNC(=S)N/N=C\c1cccs1
* energy above the lowest of the compared OMol25 structures with the same formula, charge and spin: 0.00 kJ/mol
* electronic energy: -1272.06335 Eh
* total charge: 0
* frontier orbital gap: 8.15 eV
* multiplicity: 1

# 2
C33H26CoNOP2S4 as an isolated structure, computed with ωB97M-V/def2-TZVPD.

Atoms and positions in Å:
H: 3.3878 5.6962 -1.4267
C: 0.8495 -0.6054 -1.9659
P: -0.3234 -1.4524 1.8878
C: 0.7070 -1.4827 4.5452
C: 1.6444 -1.6239 -2.4566
H: -1.5525 -3.9875 1.0410
H: -4.4812 4.4093 -0.6251
C: -2.1129 -3.5988 1.8820
C: 1.2002 0.4299 3.1760
H: 2.6652 0.7204 6.2097
C: 2.0816 0.2937 5.4030
C: -1.6655 -2.4607 2.5504
C: -2.1493 2.2712 -1.8599
H: 1.8305 -2.5625 1.6954
C: 2.8737 3.6882 -0.8597
C: 1.1604 -2.0227 -0.2989
C: 1.8364 -2.5382 -1.3885
S: -5.2935 0.9312 2.0434
H: 2.4365 1.9373 4.0699
H: 2.0125 -1.7226 -3.4672
C: 0.9253 -2.5628 1.0842
C: -6.3793 -0.1456 1.1604
C: 0.2061 0.5756 -2.6378
H: 2.0716 1.7438 -0.4125
H: -0.5748 0.2444 -3.3269
C: -3.7923 0.4756 1.2342
C: -4.7621 3.1269 -2.3226
S: -2.3404 1.2550 1.7403
H: 2.3987 -3.4602 -1.4133
H: -2.1896 3.6141 -0.1834
N: 0.5840 -0.8377 -0.6496
H: 1.1196 6.2233 -2.2523
S: -2.6056 -1.0869 -0.6838
C: -3.3013 -4.2062 2.2535
O: -7.5728 -0.2133 1.3480
H: -4.2637 -2.0771 4.7001
P: -0.5619 1.6029 -1.2986
H: 1.5396 -1.4557 6.5199
C: -2.4591 -1.9139 3.5635
H: -2.1574 -0.9849 4.0312
S: -5.5103 -1.1051 -0.0365
C: 1.9580 0.9748 4.2002
H: -0.6556 4.5213 -2.1873
C: 1.8743 2.7319 -0.8178
H: 3.8633 3.4575 -0.4851
H: -5.7826 3.4453 -2.4948
H: 0.2189 -2.4412 4.6743
H: -3.6474 -5.0820 1.7192
C: -4.0708 -3.6717 3.2762
C: -3.8975 -0.4670 0.2685
C: -2.7378 3.2372 -1.0379
C: -4.1949 2.1488 -3.1247
C: 2.6063 4.9480 -1.3811
C: 1.4538 -0.9320 5.5758
C: 0.3305 4.2831 -1.8131
H: 0.9180 1.1762 -3.2052
C: -3.6478 -2.5210 3.9282
H: -5.0127 -4.1335 3.5439
H: -2.4826 0.9184 -3.4922
H: -4.7812 1.7022 -3.9180
C: 1.3345 5.2410 -1.8489
C: -4.0305 3.6694 -1.2747
C: -2.8983 1.7156 -2.8919
Co: -0.8414 0.0779 0.3388
C: 0.5939 3.0140 -1.3068
C: 0.5748 -0.8058 3.3354
H: 1.0699 0.9639 2.2396
H: 0.5390 -3.5836 1.0554

## Properties
* highest occupied orbital energy (spin up / spin down): -3.235 / -3.210 eV
* energy above the lowest of the compared OMol25 structures with the same formula, charge and spin: 51.67 kJ/mol
* electronic energy: -5061.51246 Eh
* total charge: -1
* <S²>: 0.7661
* frontier orbital gap (spin up / spin down): 5.75 / 5.72 eV
* multiplicity: 2

# 3
C19H15N7O7SV as an isolated structure, computed with ωB97M-V/def2-TZVPD.

Atoms and positions in Å:
H: 2.4010 -3.1666 -1.5304
O: 2.4199 1.5191 -5.8009
C: -1.7292 2.8702 1.6310
C: -2.8538 -1.5195 0.7816
C: -4.9547 -2.5261 1.2394
H: 1.2104 -2.3499 -0.4960
H: 0.3704 3.3857 3.9300
H: 2.6222 -2.0453 -4.0689
S: -0.6457 -1.5738 2.1059
N: 2.7745 1.9179 2.5446
H: 1.8962 2.0799 -5.1243
N: -0.6037 2.2669 1.1375
C: 2.5961 0.2940 -5.3746
C: 3.1917 0.8903 0.6622
C: -2.3468 -2.0710 1.9455
H: -4.5577 -1.2966 -0.4977
C: -4.1680 -1.7347 0.4115
C: -4.4345 -3.0794 2.4063
N: 2.1475 -1.3153 -3.5595
C: 1.6605 1.9099 1.7815
H: 2.8671 2.2820 3.4760
N: -0.6121 -0.7615 0.7029
O: 0.2199 -2.7197 2.0601
O: -1.9692 0.0246 -0.8947
C: 0.3402 2.4422 2.0393
N: -0.1292 3.1418 3.0938
C: -1.4552 3.4161 2.8472
H: 3.6330 0.3608 -0.1640
C: -1.8093 -0.7072 0.0978
C: 0.8762 2.0687 -3.0280
H: 0.6772 -3.2736 -1.8994
O: 1.1165 2.8025 -3.9998
N: 1.0406 -0.2070 -2.0474
H: -2.6541 2.8710 1.0814
C: 1.3144 0.6389 -3.0967
H: -5.9865 -2.7176 0.9758
C: 1.5510 -1.3849 -2.3511
H: 4.7509 1.1312 2.2345
C: -3.1131 -2.8569 2.7793
O: 3.1893 -0.5667 -5.9882
N: 1.8829 1.2958 0.6381
H: -2.7034 -3.2826 3.6853
H: -2.0639 3.9633 3.5434
C: 2.0127 -0.0405 -4.0509
V: 0.0645 0.9324 -0.4726
H: -5.0694 -3.6919 3.0329
C: 1.4610 -2.6149 -1.5210
C: 3.7601 1.2637 1.8403
O: -0.4857 -0.6654 3.2136
O: 0.2971 2.3999 -1.9527

## Properties
* highest occupied orbital energy (spin up / spin down): -7.228 / -9.184 eV
* energy above the lowest of the compared OMol25 structures with the same formula, charge and spin: 0.00 kJ/mol
* electronic energy: -2985.45174 Eh
* total charge: 0
* <S²>: 3.7562
* frontier orbital gap (spin up / spin down): 7.07 / 9.02 eV
* multiplicity: 4

# 4
A 2-piece molecular cluster, C4H8NO3 overall, computed with ωB97M-V/def2-TZVPD.

Atoms and positions in Å:
H: 0.0619 -3.6931 0.1565
C: -0.3909 -1.7866 -0.5756
H: -1.7072 -1.1436 0.9015
H: -0.5977 -3.7256 -1.4340
C: -0.7365 -3.2264 -0.4883
C: 0.5253 1.8445 0.6848
H: -0.4647 2.5467 -0.9343
O: -0.5699 1.6264 1.2180
H: 1.2956 2.5268 -1.2150
O: 1.5533 1.2940 0.9589
O: 0.5724 -1.4409 -1.2267
C: 0.4711 2.7519 -0.5665
H: -1.7066 -3.5898 -0.0173
N: -1.1421 -0.8898 0.1275
H: -0.9556 0.0619 -0.0439
H: 0.4083 3.9084 -0.2342

## Properties
* highest occupied orbital energy: -3.894 eV
* energy above the lowest of the compared OMol25 structures with the same formula, charge and spin: 139.81 kJ/mol
* electronic energy: -437.75224 Eh
* total charge: -1
* frontier orbital gap: 7.48 eV
* multiplicity: 1

# 5
C65H67FeGe2N4S5 as an isolated structure, computed with ωB97M-V/def2-TZVPD.

Atoms and positions in Å:
C: -0.0287 -5.3590 3.6813
Ge: -1.5087 0.2377 3.7805
H: -3.6436 1.3191 7.3161
C: -5.3271 -2.4341 0.7419
H: -4.1091 -5.1329 2.3910
H: -0.8459 -5.0839 -0.0790
H: -9.4681 -0.3990 0.8690
C: -5.0407 -3.2976 1.8118
C: -5.0637 4.5689 1.3225
H: 2.5201 -3.3657 -4.0454
C: -3.2250 -6.1167 0.0332
C: -6.0742 2.8825 3.2807
H: -3.8677 -4.1822 -1.7622
Ge: -3.6924 0.0788 1.7312
H: 0.2151 -5.4405 4.7327
C: -5.5295 -2.9806 3.2000
H: -5.9096 1.9705 5.2120
C: -5.4111 -1.0331 5.8251
H: 0.1046 5.0902 -1.1292
C: 0.7855 5.0820 -0.2764
H: -6.8004 0.9902 4.0414
C: -0.5459 -1.5541 -2.5284
C: -7.5568 -1.3690 0.8075
H: -4.3659 -1.6352 -2.2953
C: -0.1028 -4.0682 1.6492
H: -0.5782 2.4993 0.7193
H: 2.2028 -0.1602 5.8312
H: -4.6792 5.2315 0.5532
H: -1.4672 4.6397 5.2817
H: -1.9628 -1.1543 8.6330
H: -3.8025 6.2804 3.7866
H: -8.5167 1.7932 1.5209
C: -5.6184 4.1548 3.6024
C: 0.2241 3.3264 5.1243
C: -5.0919 5.0044 2.6401
C: -0.5229 -6.4640 3.0027
H: -0.9309 -2.7655 6.1596
S: -3.0115 1.7969 3.0523
C: 1.3485 -3.0716 -2.2961
H: 1.9416 -3.7292 -1.6741
C: -4.9131 -2.7572 -0.5549
C: -6.6160 2.0063 4.3816
H: -7.9523 -2.3300 0.5003
H: -4.1630 6.8903 2.1661
C: 0.4202 0.9718 7.5331
H: -6.3254 -0.4518 5.7497
H: -5.1527 -3.7122 3.9140
C: -4.2297 1.0931 6.4236
C: -0.2666 0.1438 8.4042
S: -2.6171 0.1723 -0.1731
N: 1.1430 2.5819 -0.2820
C: -0.6233 -5.1750 0.9782
C: -4.2260 -0.3860 6.1385
H: -1.8681 -3.9812 7.0318
H: -0.6691 -7.4010 3.5246
C: 0.1795 -4.1650 3.0104
H: -0.7348 2.3798 -0.9398
H: -4.8654 2.0648 -0.6830
C: -1.7840 -0.4418 6.6264
C: -6.1824 -1.2349 0.9857
Fe: -0.4415 -0.2526 0.4156
H: -5.1924 -1.9932 3.5210
C: -6.7792 -3.0829 5.3471
H: -1.8993 2.9460 5.0658
H: 4.2086 2.2385 -0.5216
H: -1.3058 3.4981 6.6283
H: -7.5551 2.4162 4.7606
C: -6.0010 2.4471 1.9534
C: 0.0562 -2.5537 -0.3391
H: 3.7584 0.6840 5.8902
C: -1.3808 -0.5402 7.9559
C: -0.8288 -6.3650 1.6519
C: -5.6542 -0.0068 1.3995
C: 0.9709 4.3068 4.4864
C: -5.4627 -2.4081 5.6235
H: -1.2034 -7.2310 1.1198
C: -4.3283 -4.4611 1.5670
C: 2.1928 1.7081 -0.3601
C: -5.2676 -1.9140 -1.7520
H: -3.8015 1.6579 5.5918
C: 2.1579 1.8632 5.0656
H: -6.6220 -2.9845 3.2332
H: -5.2492 1.4447 6.5815
H: 1.1615 -1.8289 -5.4400
H: -6.6381 -4.1323 5.0900
H: 3.1199 0.1040 4.3488
C: -1.1914 3.6199 5.5490
S: 2.1363 0.0511 -0.4126
H: -1.7799 -4.0378 5.2697
H: 0.5720 -3.2995 3.5337
C: 0.2975 -2.8606 0.9147
C: 1.6380 3.8727 -0.3146
C: 1.6629 -2.8613 -3.6172
H: -6.5423 2.5892 -0.7878
H: 0.0554 0.0503 9.4340
C: -4.5803 6.3667 3.0256
C: -8.3996 -0.2889 1.0073
H: 3.4343 5.9170 4.2678
H: 3.9926 4.8135 3.0093
H: 0.1892 5.1163 0.6369
H: -5.7849 -1.0008 -1.4667
C: 2.8445 0.5446 5.3087
S: -2.7562 -1.5274 3.0511
C: 0.2439 -2.3946 -1.6944
H: -1.4188 -1.0672 -2.1109
C: 0.8989 -2.0007 -4.4049
C: 2.3014 4.1011 4.1400
C: -3.0428 -1.1342 6.2281
H: -7.3068 -2.5916 4.5281
C: 2.8767 2.8759 4.4383
C: -7.8696 0.9356 1.3777
C: -3.9035 -4.7969 0.2859
H: -5.6620 4.4844 4.6363
C: -5.5388 2.9019 -0.4912
N: 3.2518 2.5281 -0.4387
H: 3.9167 2.6981 4.1803
H: -2.6515 -6.0951 -0.8941
C: -4.2866 -3.1317 5.7280
C: -1.0473 0.3335 5.7271
H: -2.5625 -6.3836 0.8558
C: 0.0469 1.0850 6.1931
C: -4.1909 -3.9307 -0.7563
H: 2.5157 5.7554 2.7726
H: -5.9103 -2.4773 -2.4336
N: -0.1586 2.1492 -0.1390
H: 1.4229 5.9607 -0.3233
H: -4.2996 -4.2060 5.5709
H: -5.2364 3.7342 -1.1267
H: -5.3838 6.9773 3.4416
C: 3.1063 5.2054 3.5062
S: 0.2691 0.3205 2.5134
N: 2.9210 3.8547 -0.4230
H: 0.5124 5.2697 4.2805
H: 0.9252 -2.1823 1.5029
H: -0.8101 -0.7024 -4.4603
H: -3.9802 -6.9011 -0.0592
C: -3.0748 -2.5160 6.0292
C: -0.2076 -1.3620 -3.8479
H: 1.2698 1.5475 7.8811
C: 0.8186 2.0873 5.4010
C: -6.4988 1.0945 1.5728
C: -1.8362 -3.3684 6.1274
H: -7.4186 -3.0319 6.2309
C: -5.5193 3.3082 0.9591

## Properties
* highest occupied orbital energy (spin up / spin down): -7.104 / -7.552 eV
* electronic energy: -10144.74359 Eh
* total charge: 0
* <S²>: 8.8078
* frontier orbital gap (spin up / spin down): 7.33 / 6.83 eV
* multiplicity: 6

# 6
C40H56N2O3PZn as an isolated structure, computed with ωB97M-V/def2-TZVPD.

Atoms and positions in Å:
H: -0.7419 4.6530 2.4571
C: 2.0081 0.1758 3.4405
H: -4.6110 0.0468 -1.7845
C: -0.2551 3.1516 -0.6069
C: -1.0379 5.8414 -1.1657
H: 3.4728 -1.8732 4.3614
H: -0.2110 -4.1557 2.4317
H: 2.6137 0.0525 -1.9997
C: -4.7905 0.6367 -0.8831
H: -3.7366 -2.5814 -1.1905
H: -5.3311 0.0233 -0.1634
C: -3.4765 1.1313 -0.3058
H: 0.4330 2.2723 -5.0316
H: -0.4955 -4.1615 0.6788
H: 1.9852 -2.9686 3.3251
C: 1.6449 -2.0953 -1.0917
C: -1.2449 2.6042 2.4079
C: -0.4894 3.6108 -1.9403
H: -2.2967 2.9011 2.4427
C: 1.7232 0.2327 -1.4105
C: 1.3044 -3.1224 1.2693
H: 1.4551 3.1100 -3.8532
H: 0.7914 -2.1812 1.4230
H: -1.1735 1.7491 1.7440
H: -2.3065 3.5758 -4.0358
C: 4.1635 1.4339 6.2175
H: -3.1844 1.2088 4.3910
H: 3.1828 -3.6563 -3.7126
H: -0.6464 -1.9164 -3.1897
H: -1.1310 6.0584 0.9563
H: -1.7865 -0.7855 3.8070
C: 1.3033 1.5002 -1.2565
H: 0.7345 -5.2223 1.3789
H: 2.6885 2.2926 4.9180
H: -2.0217 1.8997 -4.5368
C: -3.9365 -2.9575 -0.1816
H: -3.0186 1.8592 -0.9728
H: 5.1555 -1.7976 6.1598
C: 3.2224 1.3944 5.2013
H: -5.5593 -3.8049 0.9324
C: 2.9561 0.2047 4.5156
C: 0.4392 3.0312 -4.2442
C: 0.2719 -4.2342 1.4512
H: 1.5664 2.8283 1.6944
H: -1.2988 6.8725 -1.3708
P: -2.4222 -1.0395 0.9636
H: 5.5973 0.3154 7.3660
H: 2.8501 -4.9818 0.3008
C: 4.8600 0.2860 6.5730
H: -3.6325 1.6080 0.6622
C: 1.1038 3.6340 2.2573
C: 3.6627 -0.9452 4.8837
H: -0.9375 2.2888 3.4083
C: 1.8674 -3.1424 -0.1364
O: -2.9725 -0.1774 2.2264
H: -0.2903 1.6598 -2.7929
N: 0.2725 1.8899 -0.3850
H: -2.6668 2.2508 -2.9255
H: 1.6158 4.5659 2.0032
H: 0.0213 -0.2904 -3.0170
H: 1.8518 2.2902 -1.7650
O: -3.8157 -1.9057 0.7693
C: -2.8469 -0.7222 3.5409
H: -0.3140 -0.9345 -4.6298
C: 2.0142 -2.4041 -2.4407
H: 1.3415 -2.6381 -4.3954
H: -4.6430 0.2118 4.2664
H: 2.2069 -0.8133 -5.5284
Zn: 0.3422 0.2175 0.7380
O: -2.4957 0.0913 -0.1703
C: -0.5431 2.6577 -3.1322
H: 4.3672 2.3655 6.7318
H: -5.4053 1.4989 -1.1496
C: 1.2151 0.1562 2.5200
H: -3.2133 -3.7488 0.0319
C: 2.6609 -4.2300 -0.4594
C: 4.6053 -0.9010 5.8988
H: -6.0695 -2.7484 -0.3953
C: -0.3858 3.7701 1.9181
H: 2.8228 -4.2200 2.3888
C: 2.3940 -3.2149 2.3414
C: 3.2423 -4.3809 -1.7116
H: 3.4459 -1.1139 -4.3017
H: 1.2396 3.4315 3.3226
H: 0.1795 3.9897 -4.7016
H: 2.2907 0.2115 -4.0946
H: -3.4368 -0.1344 5.5269
C: -0.8199 4.9380 -2.1881
C: 1.4488 -1.7783 -3.7287
H: -3.2780 -1.7274 3.5687
C: 0.0417 -1.1883 -3.6261
C: -1.9709 2.5946 -3.6927
C: 2.4087 -0.8123 -4.4530
H: 3.9205 -5.1962 -1.9294
C: 2.8566 -3.4869 -2.6894
C: -0.5639 4.0708 0.4411
H: -5.4511 -4.3773 -0.7469
H: 3.1883 -2.5031 2.1187
H: -0.9434 5.2687 -3.2146
N: 1.1576 -0.8602 -0.7366
C: -0.9425 5.3727 0.1361
C: -5.3466 -3.5081 -0.0953
C: -3.5769 0.1972 4.4976

## Properties
* highest occupied orbital energy: -2.853 eV
* energy above the lowest of the compared OMol25 structures with the same formula, charge and spin: 11.18 kJ/mol
* electronic energy: -4013.76871 Eh
* total charge: -1
* frontier orbital gap: 5.37 eV
* multiplicity: 1

| no. | largest force on an atom (hartree/bohr) |
| --- | --- |
| 1 | 0.0229 |
| 2 | 0.0204 |
| 3 | 0.0094 |
| 4 | 0.0775 |
| 5 | 0.0455 |
| 6 | 0.0100 |